Entry 1:
8 unconnected molecules or ions with the total composition C24H42O24 at a distorted geometry, computed with wB97M-V/def2-TZVPD.

Properties
Structure (SMILES): COC(=O)OC.COC(=O)OC.COC(=O)OC.COC(=O)OC.COC(=O)OC.O=C1OCCO1.O=C1OCCO1.O=C1OCCO1
Orbital gap, eV: 10.707
E_HOMO, eV: -10.5328
Energy relative to the best compared isomer or geometry (same formula, charge and spin), eV: 4.269
Max |F|, hartree/bohr: 0.0986
LUMO level, eV: 0.17
Multiplicity: 1
Calculated total energy, eV: -74704.987

Atoms and positions in Å:
1 C 1.586 -6.131 -3.005
2 C 2.108 -6.820 -1.812
3 O 2.141 -5.907 -0.758
4 C 1.846 -4.667 -1.214
5 O 1.966 -3.578 -0.679
6 O 1.501 -4.717 -2.524
7 H 0.594 -6.428 -3.344
8 H 2.284 -6.218 -3.838
9 H 3.123 -7.128 -2.061
10 H 1.498 -7.690 -1.570
11 C -2.404 -1.646 -3.184
12 C -1.506 -1.406 -2.003
13 O -1.320 -2.750 -1.426
14 C -2.330 -3.498 -1.851
15 O -2.630 -4.609 -1.453
16 O -3.107 -2.716 -2.602
17 H -1.820 -2.024 -4.024
18 H -3.141 -0.888 -3.447
19 H -1.829 -0.732 -1.208
20 H -0.571 -1.055 -2.439
21 C 3.701 2.714 4.114
22 C 3.032 1.357 3.861
23 O 3.711 0.539 4.811
24 C 4.713 1.291 5.486
25 O 5.432 0.827 6.313
26 O 4.816 2.420 4.934
27 H 3.123 3.450 4.671
28 H 3.975 3.276 3.221
29 H 3.359 0.926 2.915
30 H 1.944 1.367 3.922
31 C 4.483 -2.331 0.687
32 O 5.924 -2.282 0.655
33 C 6.751 -3.393 0.587
34 O 7.985 -3.421 0.589
35 O 6.027 -4.512 0.363
36 C 6.521 -5.784 0.020
37 H 4.136 -3.074 1.405
38 H 4.152 -2.645 -0.302
39 H 4.071 -1.350 0.924
40 H 6.424 -6.429 0.894
41 H 7.571 -5.729 -0.266
42 H 5.867 -6.140 -0.776
43 C -0.166 3.264 2.938
44 O 0.667 2.541 2.011
45 C 0.222 1.359 1.582
46 O -0.934 0.950 1.638
47 O 1.199 0.714 1.014
48 C 0.952 -0.225 -0.075
49 H -1.197 3.424 2.619
50 H 0.225 4.281 2.935
51 H -0.013 2.833 3.927
52 H 0.636 0.098 -1.067
53 H 0.187 -0.892 0.320
54 H 1.749 -0.931 -0.307
55 C -0.631 4.813 -2.202
56 O -0.673 3.549 -2.878
57 C -1.710 2.736 -2.659
58 O -2.696 2.928 -2.004
59 O -1.508 1.473 -3.191
60 C -0.511 1.210 -4.143
61 H 0.354 5.063 -1.808
62 H -1.131 4.695 -1.240
63 H -1.029 5.748 -2.597
64 H 0.301 0.729 -3.598
65 H -0.100 2.059 -4.691
66 H -0.951 0.539 -4.880
67 C -5.051 4.642 1.888
68 O -4.374 5.534 1.117
69 C -3.048 5.916 1.338
70 O -2.374 5.560 2.254
71 O -2.592 6.736 0.399
72 C -1.401 7.484 0.498
73 H -5.160 3.682 1.383
74 H -6.094 4.875 2.105
75 H -4.601 4.535 2.875
76 H -0.884 7.484 -0.461
77 H -0.819 7.223 1.383
78 H -1.613 8.547 0.616
79 C -5.767 -3.135 -0.648
80 O -5.117 -1.929 -0.296
81 C -5.495 -0.751 -0.902
82 O -6.480 -0.622 -1.640
83 O -4.772 0.257 -0.324
84 C -4.064 0.234 0.838
85 H -6.750 -3.147 -0.178
86 H -5.230 -3.930 -0.130
87 H -5.742 -3.279 -1.728
88 H -3.575 1.201 0.957
89 H -3.316 -0.545 0.690
90 H -4.633 0.001 1.738

Results of the Löwdin charge analysis, in e, for atoms 1 through 2:
1 C -0.075
2 C -0.165

Entry 2:
A molecular structure, C24H43Cl2F3GdN3O4Si at a distorted geometry, computed with wB97M-V/def2-TZVPD.

Properties
Orbital gap (alpha / beta), eV: 7.944 / 6.044
E_HOMO (alpha / beta), eV: -7.6112 / -6.8359
Energy relative to the best compared isomer or geometry (same formula, charge and spin), eV: 0.000
Max |F|, hartree/bohr: 0.0564
LUMO level (alpha / beta), eV: 0.33 / -0.79
Multiplicity: 8
Calculated total energy, eV: -100160.731
⟨S²⟩: 16.060

Atoms and positions in Å:
1 C -1.402 -0.518 -3.572
2 C -0.954 -1.759 -2.856
3 H -1.121 -0.563 -4.632
4 H -0.971 0.387 -3.107
5 H -2.501 -0.413 -3.525
6 C -0.378 -2.822 -3.448
7 C -0.079 -2.962 -4.898
8 H -0.182 -3.719 -2.860
9 H -0.138 -2.021 -5.457
10 H -0.771 -3.681 -5.361
11 H 0.931 -3.372 -5.029
12 Gd 0.515 0.519 0.711
13 Cl 1.026 2.578 -0.609
14 C -0.466 -2.163 2.544
15 O 0.277 -1.181 2.270
16 N -0.038 -3.228 3.210
17 C 1.343 -3.353 3.665
18 C -0.924 -4.342 3.517
19 H -1.528 -2.176 2.243
20 H 1.888 -2.427 3.472
21 H 1.829 -4.190 3.142
22 H 1.326 -3.570 4.741
23 H -1.921 -4.111 3.135
24 H -0.967 -4.488 4.604
25 H -0.564 -5.260 3.035
26 H 0.687 3.272 5.809
27 H -1.159 4.874 5.379
28 C 0.988 3.304 4.757
29 C -0.850 4.926 4.326
30 N -0.160 3.692 3.951
31 H 1.354 2.327 4.439
32 C -0.499 2.981 2.883
33 O 0.127 1.946 2.526
34 H -1.734 5.050 3.692
35 H -1.381 3.345 2.331
36 H 1.785 4.050 4.654
37 H -0.188 5.795 4.199
38 H 1.170 -0.510 -2.706
39 H 2.586 -3.139 -2.940
40 C 2.242 -0.306 -2.563
41 C 3.398 -2.515 -2.536
42 N 2.847 -1.390 -1.781
43 H 2.346 0.668 -2.069
44 C 3.006 -1.331 -0.452
45 O 2.608 -0.369 0.261
46 H 4.013 -3.117 -1.857
47 H 3.532 -2.197 -0.009
48 H 2.712 -0.293 -3.554
49 H 4.011 -2.148 -3.370
50 O -0.466 -0.716 -0.769
51 C -1.216 -1.726 -1.362
52 C 0.279 -3.549 -0.456
53 C -1.009 -3.066 -0.660
54 H 1.123 -2.908 -0.747
55 C 0.456 -4.848 0.022
56 H -2.283 -1.463 -1.264
57 C -2.120 -3.812 -0.276
58 H 1.468 -5.237 0.129
59 C -0.654 -5.635 0.330
60 C -1.943 -5.112 0.198
61 H -3.109 -3.363 -0.426
62 H -0.515 -6.655 0.692
63 H -2.819 -5.707 0.460
64 Si -0.344 5.407 -1.774
65 Cl -0.719 3.764 -3.040
66 C 1.489 5.632 -1.387
67 C -1.502 5.316 -0.298
68 C -0.768 6.862 -2.899
69 H 2.009 4.702 -1.126
70 H 1.614 6.330 -0.548
71 H 1.981 6.070 -2.267
72 H -0.021 6.924 -3.703
73 H -0.768 7.812 -2.350
74 H -1.758 6.714 -3.350
75 H -1.432 4.362 0.242
76 H -2.540 5.429 -0.643
77 H -1.296 6.128 0.413
78 F -3.119 -0.430 0.980
79 C -2.312 0.555 1.494
80 F -2.970 1.732 1.218
81 F -2.405 0.406 2.861

Results of the Löwdin charge analysis, in e, for atoms 1 through 2:
1 C -0.034
2 C -0.245

Entry 3:
A molecular structure, C24H43Cl2F3N3O7SScSi at a distorted geometry, computed with wB97M-V/def2-TZVPD.

Properties
Orbital gap, eV: 8.677
E_HOMO, eV: -8.3400
Energy relative to the best compared isomer or geometry (same formula, charge and spin), eV: 0.000
Max |F|, hartree/bohr: 0.0372
LUMO level, eV: 0.34
Multiplicity: 1
Calculated total energy, eV: -117008.286

Atoms and positions in Å:
1 C 4.392 0.245 1.230
2 C 4.090 0.468 -0.216
3 H 5.184 -0.495 1.372
4 H 3.490 -0.092 1.751
5 H 4.731 1.170 1.717
6 C 4.939 0.180 -1.222
7 C 6.262 -0.495 -1.051
8 H 4.701 0.463 -2.251
9 H 6.418 -0.874 -0.034
10 H 7.090 0.192 -1.273
11 H 6.371 -1.339 -1.749
12 Sc -0.145 -0.516 0.378
13 Cl 0.180 -1.773 2.330
14 C -0.748 1.168 -2.170
15 O -0.871 0.023 -1.647
16 N -1.419 1.577 -3.237
17 C -2.186 0.620 -4.022
18 C -1.255 2.934 -3.748
19 H -0.049 1.902 -1.756
20 H -2.458 -0.215 -3.372
21 H -1.585 0.252 -4.867
22 H -3.073 1.129 -4.409
23 H -1.126 3.620 -2.904
24 H -2.145 3.205 -4.324
25 H -0.371 3.004 -4.396
26 H -5.786 0.168 1.579
27 H -5.309 0.943 3.606
28 C -4.938 -0.517 1.516
29 C -4.335 0.454 3.724
30 N -3.909 -0.026 2.414
31 H -4.554 -0.570 0.496
32 C -2.628 -0.197 2.112
33 O -2.252 -0.674 1.008
34 H -3.596 1.170 4.107
35 H -1.915 0.140 2.882
36 H -5.287 -1.509 1.834
37 H -4.431 -0.383 4.436
38 H 3.334 -2.145 0.227
39 H 3.728 -2.168 -2.787
40 C 2.793 -3.032 -0.136
41 C 3.020 -2.994 -2.619
42 N 2.183 -2.758 -1.440
43 H 2.011 -3.302 0.588
44 C 0.876 -2.540 -1.591
45 O 0.066 -2.398 -0.633
46 H 2.356 -3.079 -3.492
47 H 0.540 -2.497 -2.638
48 H 3.504 -3.854 -0.260
49 H 3.589 -3.921 -2.493
50 O 1.779 0.076 -0.031
51 C 2.692 1.016 -0.482
52 C 2.244 0.523 -2.947
53 C 2.444 1.456 -1.926
54 H 2.171 -0.538 -2.671
55 C 2.159 0.954 -4.277
56 H 2.632 1.927 0.135
57 C 2.429 2.819 -2.217
58 H 2.087 0.206 -5.074
59 C 2.199 2.323 -4.569
60 C 2.348 3.254 -3.537
61 H 2.483 3.521 -1.388
62 H 2.124 2.650 -5.606
63 H 2.426 4.318 -3.757
64 Si 1.007 -1.738 5.346
65 Cl 2.676 -1.118 4.205
66 C 0.298 -3.438 4.946
67 C -0.098 -0.232 5.443
68 C 1.566 -2.082 7.144
69 H 0.185 -3.630 3.876
70 H -0.692 -3.536 5.418
71 H 0.930 -4.230 5.372
72 H 2.116 -3.029 7.233
73 H 0.661 -2.169 7.765
74 H 2.192 -1.286 7.567
75 H -0.368 0.118 4.442
76 H 0.432 0.578 5.967
77 H -1.009 -0.457 6.015
78 F -1.526 4.968 1.746
79 C -1.208 3.703 2.071
80 F -0.312 3.719 3.080
81 F -2.335 3.084 2.524
82 S -0.551 2.764 0.626
83 O -1.621 2.796 -0.343
84 O 0.708 3.388 0.275
85 O -0.367 1.411 1.245

Results of the Löwdin charge analysis, in e, for atoms 1 through 2:
1 C -0.054
2 C -0.231

Entry 4:
A molecular structure, C24H43Cl2F3N3O7SScSi at a distorted geometry, computed with wB97M-V/def2-TZVPD.

Properties
Orbital gap, eV: 8.529
E_HOMO, eV: -8.1774
Energy relative to the best compared isomer or geometry (same formula, charge and spin), eV: 1.082
Max |F|, hartree/bohr: 0.0344
LUMO level, eV: 0.35
Multiplicity: 1
Calculated total energy, eV: -117007.204

Atoms and positions in Å:
1 C -1.708 -0.152 -4.634
2 C -1.195 -1.304 -3.842
3 H -1.153 -0.078 -5.572
4 H -1.554 0.767 -4.056
5 H -2.780 -0.232 -4.886
6 C -0.768 -2.455 -4.399
7 C -0.551 -2.658 -5.857
8 H -0.670 -3.362 -3.799
9 H -0.451 -1.705 -6.385
10 H -1.362 -3.228 -6.328
11 H 0.368 -3.229 -6.025
12 Sc 0.444 0.713 -0.084
13 Cl 1.326 3.047 -0.255
14 C -0.215 -2.052 1.500
15 O 0.575 -1.139 1.139
16 N 0.032 -2.935 2.461
17 C 1.330 -2.983 3.121
18 C -1.012 -3.829 2.963
19 H -1.193 -2.187 1.017
20 H 1.827 -2.014 3.024
21 H 1.960 -3.768 2.672
22 H 1.132 -3.239 4.168
23 H -1.970 -3.296 2.982
24 H -0.718 -4.136 3.971
25 H -1.132 -4.724 2.337
26 H 0.475 3.302 5.501
27 H -0.964 4.785 4.676
28 C 0.935 3.018 4.549
29 C -0.759 4.591 3.616
30 N -0.023 3.326 3.500
31 H 1.164 1.949 4.532
32 C -0.028 2.656 2.341
33 O 0.510 1.540 2.119
34 H -1.704 4.499 3.062
35 H -0.558 3.217 1.554
36 H 1.862 3.604 4.422
37 H -0.185 5.434 3.197
38 H 1.212 -0.232 -3.735
39 H 2.088 -2.983 -3.755
40 C 2.274 -0.142 -3.470
41 C 2.988 -2.521 -3.326
42 N 2.663 -1.273 -2.634
43 H 2.430 0.790 -2.923
44 C 2.636 -1.152 -1.297
45 O 2.324 -0.076 -0.716
46 H 3.460 -3.223 -2.636
47 H 2.912 -2.058 -0.726
48 H 2.861 -0.158 -4.389
49 H 3.665 -2.308 -4.157
50 O -0.302 -0.266 -1.817
51 C -1.265 -1.130 -2.307
52 C 0.109 -3.047 -1.512
53 C -1.152 -2.476 -1.598
54 H 0.926 -2.529 -2.010
55 C 0.288 -4.287 -0.913
56 H -2.258 -0.701 -2.097
57 C -2.267 -3.134 -1.097
58 H 1.285 -4.725 -0.876
59 C -0.828 -4.954 -0.412
60 C -2.090 -4.362 -0.471
61 H -3.248 -2.693 -1.248
62 H -0.704 -5.942 0.032
63 H -2.962 -4.877 -0.076
64 Si -0.415 4.363 -2.290
65 Cl -0.232 2.283 -2.780
66 C 1.284 5.204 -2.471
67 C -1.633 4.438 -0.860
68 C -1.223 5.395 -3.666
69 H 2.115 4.491 -2.518
70 H 1.501 5.931 -1.678
71 H 1.295 5.761 -3.421
72 H -0.570 5.409 -4.549
73 H -1.321 6.430 -3.309
74 H -2.216 5.031 -3.940
75 H -1.748 3.499 -0.304
76 H -2.621 4.661 -1.289
77 H -1.418 5.230 -0.133
78 F -5.017 0.847 2.005
79 C -3.891 1.411 1.526
80 F -4.217 2.175 0.447
81 F -3.387 2.239 2.484
82 S -2.629 0.137 1.051
83 O -2.118 -0.388 2.295
84 O -3.307 -0.787 0.167
85 O -1.637 0.994 0.323

Results of the Löwdin charge analysis, in e, for atoms 1 through 2:
1 C -0.059
2 C -0.223